# 1
# C39H63F17N4O7

A 3-piece molecular cluster, C39H63F17N4O7 overall in a non-equilibrium geometry (the ωB97M-V functional and the def2-TZVPD basis, the Open Molecules 2025 dataset).

XYZ file:
```
130
Properties=species:S:1:pos:R:3:mulliken_spin:R:1
C -0.17 -2.87 -0.35 -0.001
O 0.35 -2.68 0.96 0.000
C 1.15 -3.78 1.38 0.000
C 0.35 -5.01 1.91 0.000
C -1.13 -4.74 2.27 0.000
C -1.31 -4.33 3.76 0.000
C -1.36 -2.78 3.91 0.000
C -2.81 -2.24 4.05 0.000
O -3.07 -1.11 3.19 0.000
C -2.92 0.08 3.81 0.000
O -3.69 0.48 4.57 0.000
N -1.76 0.88 3.44 0.000
O -2.12 2.13 2.96 0.000
C -1.80 2.19 1.57 0.000
C -2.73 1.32 0.71 0.000
N -2.15 1.19 -0.64 0.000
C -3.13 0.69 -1.62 0.000
C -2.56 -0.47 -2.44 0.003
C -1.22 -0.11 -3.12 0.000
O -3.50 -0.79 -3.48 0.000
C -0.80 0.99 4.54 0.000
F -1.04 2.13 5.16 0.000
F -0.98 -0.08 5.31 0.000
C 0.66 0.99 3.87 0.000
F 0.58 0.14 2.87 0.000
F 0.83 2.24 3.45 0.000
C 1.72 0.56 4.90 0.000
F 1.36 1.14 6.07 0.000
F 1.70 -0.74 5.15 0.000
C 3.20 1.05 4.65 0.000
F 3.28 2.33 4.97 0.000
F 3.91 0.41 5.60 0.000
C 3.84 0.64 3.28 0.000
F 3.24 -0.48 2.85 0.000
F 5.09 0.26 3.55 0.000
C 3.93 1.71 2.14 0.000
F 3.28 2.85 2.34 -0.001
F 5.23 2.04 1.98 0.000
C 3.49 1.22 0.70 0.000
F 3.52 2.35 -0.05 0.001
F 2.23 0.83 0.67 0.000
C 4.49 0.23 0.01 0.000
F 5.17 -0.53 0.83 0.000
F 5.35 0.92 -0.71 0.000
F 3.80 -0.51 -0.84 0.000
H 0.62 -3.16 -1.06 0.000
H -0.56 -1.90 -0.67 0.000
H -0.93 -3.66 -0.35 0.000
H 1.89 -3.40 2.10 0.000
H 1.73 -4.10 0.50 0.000
H 0.39 -5.84 1.19 0.000
H 0.87 -5.36 2.81 0.000
H -1.66 -5.70 2.12 0.000
H -1.63 -4.01 1.62 0.000
H -2.19 -4.79 4.24 0.000
H -0.43 -4.70 4.31 0.000
H -0.92 -2.27 3.03 0.000
H -0.74 -2.53 4.78 0.000
H -2.92 -1.89 5.09 0.000
H -3.57 -3.01 3.90 0.000
H -0.76 1.89 1.36 0.000
H -1.91 3.21 1.20 0.000
H -2.86 0.30 1.11 0.000
H -3.73 1.76 0.65 0.000
H -1.42 0.49 -0.57 0.000
H -3.39 1.50 -2.32 0.000
H -4.05 0.34 -1.13 0.000
H -2.46 -1.38 -1.83 0.001
H -1.29 0.83 -3.68 0.000
H -0.97 -0.88 -3.87 0.000
H -0.41 -0.12 -2.39 0.000
H -3.16 -1.59 -3.92 -0.001
C 4.76 5.27 1.66 0.052
C 5.55 5.76 0.43 0.004
C 7.05 5.84 0.76 0.025
C 7.43 7.04 1.62 -0.020
C 6.89 8.33 1.02 0.021
C 5.39 8.29 0.74 0.030
N 5.00 7.07 -0.03 0.321
O 5.34 7.24 -1.27 0.585
C 4.61 8.35 2.07 0.011
C 4.98 9.57 0.01 -0.005
C 5.34 4.64 -0.60 -0.011
H 3.71 5.56 1.61 -0.025
H 4.79 4.20 1.71 0.005
H 5.17 5.62 2.61 0.002
H 7.62 5.89 -0.18 0.001
H 7.36 4.92 1.25 0.001
H 7.06 6.91 2.64 0.001
H 8.52 7.10 1.70 0.002
H 7.12 9.17 1.69 0.000
H 7.43 8.54 0.09 0.006
H 3.54 8.21 1.91 -0.008
H 4.74 9.33 2.54 0.001
H 4.94 7.62 2.81 0.002
H 5.54 9.72 -0.91 0.000
H 5.17 10.44 0.64 0.000
H 3.91 9.56 -0.23 -0.001
H 4.29 4.55 -0.87 -0.001
H 5.66 3.69 -0.18 0.001
H 5.92 4.80 -1.51 -0.002
C -5.51 -7.11 -3.74 0.015
C -5.74 -5.58 -3.64 0.027
C -7.14 -5.23 -4.16 0.018
C -7.27 -5.28 -5.68 -0.017
C -6.17 -4.44 -6.33 0.020
C -4.76 -4.81 -5.86 0.020
N -4.66 -4.86 -4.37 0.361
O -4.62 -3.64 -3.93 0.569
C -4.36 -6.17 -6.47 0.015
C -3.76 -3.82 -6.46 -0.018
C -5.70 -5.29 -2.13 -0.007
H -4.45 -7.35 -3.75 -0.011
H -5.94 -7.63 -2.88 0.001
H -5.98 -7.56 -4.61 0.001
H -7.42 -4.23 -3.82 0.003
H -7.88 -5.91 -3.71 0.001
H -7.22 -6.31 -6.04 0.000
H -8.24 -4.90 -5.97 0.002
H -6.24 -4.54 -7.42 0.001
H -6.37 -3.38 -6.11 0.003
H -3.41 -6.51 -6.06 -0.011
H -4.24 -6.08 -7.55 0.001
H -5.10 -6.96 -6.31 0.001
H -4.00 -2.79 -6.21 0.001
H -3.77 -3.89 -7.55 0.000
H -2.75 -4.04 -6.13 0.002
H -4.72 -5.50 -1.71 -0.001
H -6.43 -5.91 -1.61 0.000
H -5.95 -4.25 -1.90 0.001
```

Summary:
E_LUMO (spin up / spin down) in eV: 0.50 / -0.03
E_HOMO (spin up / spin down) in eV: -8.5 / -9.0
Multiplicity: 3
Orbital gap (spin up / spin down) in Ha: 0.3295 / 0.3287
Calculated total energy in Ha: -3966.99006



# 2
# C39H64AgN6O2

C39H64AgN6O2 as an isolated structure (the ωB97M-V functional and the def2-TZVPD basis, the Open Molecules 2025 dataset).

XYZ file:
```
112
Properties=species:S:1:pos:R:3:mulliken_charge:R:1
Ag -1.85 -0.70 -1.00 1.017
C -2.44 -2.53 -3.70 -1.332
N -2.82 -2.60 -2.30 0.991
C -4.26 -2.44 -2.11 -1.161
C -2.28 -3.79 -1.67 -1.246
C -2.29 -3.76 -0.15 -1.400
N -1.42 -2.76 0.43 1.745
C -1.83 -2.43 1.81 -1.843
C -1.67 -0.99 2.23 0.623
C -0.75 -0.65 3.21 0.106
C -0.62 0.65 3.68 -0.565
C -1.48 1.60 3.13 -0.158
C -2.44 1.32 2.17 -0.488
C -2.54 -0.02 1.67 0.608
O -3.37 -0.35 0.72 -1.035
C -3.37 2.41 1.62 2.628
C -3.12 2.62 0.11 -1.469
C -3.15 3.76 2.30 -2.357
C -4.83 2.00 1.85 -1.837
C 0.44 1.07 4.69 2.771
C 1.18 -0.14 5.25 -1.913
C -0.19 1.83 5.86 -1.967
C 1.47 1.98 3.99 -1.647
C -0.02 -3.18 0.32 -2.047
C 1.05 -2.13 0.51 1.112
C 1.96 -2.28 1.55 -0.354
C 3.06 -1.44 1.70 0.021
C 3.16 -0.39 0.79 -0.292
C 2.28 -0.19 -0.26 -0.339
C 1.20 -1.12 -0.47 -0.200
O 0.42 -1.07 -1.52 -1.298
C 2.46 0.99 -1.21 2.947
C 3.61 1.92 -0.81 -2.417
C 2.79 0.49 -2.63 -1.633
C 1.18 1.83 -1.20 -1.254
C 4.20 -1.70 2.69 2.126
C 3.85 -2.80 3.70 -1.984
C 5.44 -2.15 1.91 -1.860
C 4.57 -0.43 3.48 -1.504
H -2.81 -3.40 -4.27 0.343
H -1.36 -2.49 -3.77 0.271
H -2.87 -1.63 -4.15 0.348
H -4.82 -3.31 -2.50 0.299
H -4.59 -1.55 -2.64 0.298
H -4.49 -2.30 -1.06 0.203
H -1.26 -3.91 -2.04 0.578
H -2.84 -4.69 -2.01 0.399
H -2.03 -4.78 0.20 0.227
H -3.31 -3.57 0.19 0.580
H -1.29 -3.07 2.52 0.106
H -2.89 -2.67 1.89 0.655
H -0.12 -1.44 3.59 0.112
H -1.39 2.63 3.48 0.289
H -2.09 2.96 -0.06 0.162
H -3.81 3.37 -0.28 0.495
H -3.27 1.69 -0.44 0.221
H -2.15 4.16 2.11 0.367
H -3.29 3.70 3.38 0.414
H -3.88 4.48 1.92 0.457
H -5.03 1.04 1.38 0.310
H -5.51 2.75 1.42 0.451
H -5.04 1.93 2.92 0.375
H 0.51 -0.81 5.79 0.395
H 1.96 0.18 5.95 0.492
H 1.66 -0.71 4.45 -0.042
H -0.92 1.20 6.37 0.393
H -0.69 2.73 5.53 0.305
H 0.58 2.12 6.59 0.469
H 1.91 1.45 3.13 0.159
H 2.27 2.27 4.67 0.455
H 0.99 2.88 3.61 0.359
H 0.11 -3.59 -0.68 0.536
H 0.16 -4.00 1.04 0.145
H 1.81 -3.11 2.23 0.185
H 4.00 0.29 0.89 0.307
H 4.58 1.40 -0.80 0.394
H 3.45 2.34 0.19 0.351
H 3.68 2.74 -1.52 0.480
H 3.77 0.00 -2.64 0.349
H 2.82 1.33 -3.34 0.402
H 2.05 -0.25 -2.94 0.313
H 1.00 2.24 -0.20 0.358
H 0.31 1.24 -1.47 -0.155
H 1.26 2.68 -1.90 0.419
H 3.66 -3.76 3.19 0.367
H 2.97 -2.55 4.29 0.289
H 4.69 -2.95 4.38 0.446
H 5.22 -3.06 1.34 0.364
H 6.28 -2.36 2.58 0.471
H 5.75 -1.38 1.19 0.291
H 3.73 -0.07 4.08 0.080
H 4.88 0.37 2.82 0.245
H 5.40 -0.65 4.16 0.527
C 1.38 2.05 -5.70 -1.297
C 0.22 1.79 -6.66 0.812
C -0.70 3.00 -6.75 -1.539
C -0.55 0.52 -6.30 -1.359
N -1.28 0.63 -5.05 1.096
C -0.84 0.54 -3.79 -0.919
N -1.84 0.79 -2.99 0.616
N -2.91 1.03 -3.77 -0.511
N -2.59 0.94 -5.01 -0.771
H 2.00 2.87 -6.06 0.438
H 2.02 1.17 -5.59 0.385
H 1.02 2.32 -4.71 0.167
H 0.64 1.60 -7.66 0.358
H -1.14 3.23 -5.77 0.238
H -1.52 2.83 -7.45 0.386
H -0.15 3.88 -7.08 0.451
H 0.12 -0.33 -6.22 0.428
H -1.30 0.29 -7.06 0.399
H 0.16 0.29 -3.47 0.420
```

Summary:
E_LUMO in eV: 2.30
E_HOMO in eV: -3.6
Multiplicity: 1
ΔE to the lowest compared entry with this formula, charge and spin in eV: 0.000
Orbital gap in Ha: 0.2152
Calculated total energy in Ha: -2150.53017
Total charge: -1



# 3
# C39H64N3RbSSbSe

C39H64N3RbSSbSe as an isolated structure in a non-equilibrium geometry (the ωB97M-V functional and the def2-TZVPD basis, the Open Molecules 2025 dataset).

XYZ file:
```
110
Properties=species:S:1:pos:R:3:mulliken_charge:R:1
Rb -0.71 0.63 1.09 0.868
C -3.24 3.03 3.30 -0.982
C -3.59 1.55 3.46 -0.777
N -2.39 0.74 3.50 0.420
C -1.81 0.48 4.79 -0.957
C -1.08 1.68 5.40 -0.822
S 0.22 2.42 4.34 0.081
C -0.42 4.09 3.99 -1.010
C -1.17 4.23 2.66 -0.356
N -2.08 3.14 2.44 0.249
H -2.98 3.46 4.27 0.335
H -4.12 3.58 2.93 0.445
H -4.17 1.23 2.59 0.203
H -4.22 1.41 4.36 0.293
H -2.60 -0.14 3.04 0.058
H -1.09 -0.34 4.69 0.388
H -2.57 0.16 5.54 0.390
H -0.57 1.34 6.30 0.540
H -1.78 2.46 5.67 0.349
H 0.46 4.73 3.97 0.493
H -1.03 4.39 4.85 0.362
H -0.43 4.20 1.86 -0.004
H -1.66 5.23 2.66 0.297
H -2.36 3.06 1.46 0.216
C -6.29 -5.39 -2.75 -1.468
C -5.57 -4.31 -1.99 0.779
C -5.57 -4.28 -0.61 -1.096
C -4.94 -3.27 0.09 0.886
C -4.96 -3.28 1.59 -1.675
C -4.30 -2.24 -0.60 0.188
Se -3.60 -0.78 0.39 -0.395
C -4.25 -2.27 -2.00 1.077
C -3.56 -1.22 -2.81 -1.688
C -4.89 -3.30 -2.67 -0.916
H -6.77 -6.08 -2.07 0.339
H -5.60 -5.94 -3.39 0.319
H -7.06 -4.95 -3.40 0.318
H -6.08 -5.06 -0.06 0.210
H -5.48 -4.16 1.97 0.378
H -5.46 -2.38 1.96 0.333
H -3.94 -3.27 1.97 0.254
H -2.80 -0.72 -2.22 0.169
H -4.28 -0.47 -3.14 0.368
H -3.10 -1.66 -3.69 0.395
H -4.87 -3.31 -3.75 0.369
C 2.86 -0.74 4.03 -1.563
C 3.30 -0.08 2.75 0.011
C 4.66 0.11 2.47 -1.129
C 5.02 0.75 1.29 0.405
C 6.48 0.97 0.99 -1.893
C 4.07 1.18 0.40 -0.615
C 2.67 1.02 0.62 0.396
C 2.36 0.36 1.85 0.988
N 1.63 1.37 -0.13 1.355
C 1.72 2.18 -1.33 0.797
C 2.37 1.44 -2.51 -0.583
C 2.33 2.28 -3.77 0.534
C 0.88 2.58 -4.15 -1.621
C 0.20 3.34 -3.01 0.709
C 0.93 4.66 -2.78 -1.608
C 2.38 4.37 -2.40 0.531
C 3.06 3.60 -3.54 -1.428
C 2.42 3.54 -1.12 -1.006
C 0.26 2.50 -1.74 -1.748
H 3.71 -1.14 4.58 0.411
H 2.16 -1.55 3.81 0.267
H 2.35 -0.01 4.66 0.172
H 5.41 -0.23 3.17 0.231
H 7.11 0.67 1.83 0.365
H 6.67 2.03 0.77 0.342
H 6.79 0.40 0.11 0.338
H 4.43 1.65 -0.51 0.584
H 1.31 0.24 2.11 -0.837
H 1.84 0.50 -2.66 -0.170
H 3.41 1.19 -2.26 0.466
H 2.82 1.74 -4.60 0.319
H 0.34 1.64 -4.34 0.429
H 0.84 3.17 -5.08 0.569
H -0.84 3.54 -3.28 0.298
H 0.44 5.22 -1.98 0.444
H 0.89 5.28 -3.69 0.570
H 2.91 5.32 -2.24 0.246
H 4.10 3.41 -3.28 0.537
H 3.05 4.21 -4.45 0.517
H 1.91 4.08 -0.31 0.124
H 3.45 3.40 -0.81 0.576
H -0.27 1.55 -1.90 0.184
H -0.23 3.03 -0.92 0.093
C 1.32 -2.99 -3.53 -1.226
C 0.30 -2.35 -2.62 -0.603
Sb 0.94 -1.80 -0.57 -0.617
C 0.44 -3.77 0.32 -0.772
C 0.47 -5.02 -0.54 -1.076
C 3.09 -2.06 -0.85 0.291
C 3.68 -3.39 -0.43 -1.388
H 0.85 -3.35 -4.45 0.385
H 1.81 -3.85 -3.06 0.238
H 2.10 -2.28 -3.82 0.261
H -0.56 -3.00 -2.48 0.538
H -0.07 -1.43 -3.08 0.372
H -0.57 -3.64 0.71 0.488
H 1.10 -3.89 1.18 0.434
H -0.07 -4.86 -1.47 0.213
H -0.01 -5.85 -0.02 0.399
H 1.49 -5.33 -0.78 0.198
H 3.54 -1.25 -0.28 -0.295
H 3.28 -1.87 -1.90 0.418
H 3.42 -3.61 0.61 0.281
H 4.77 -3.36 -0.51 0.379
H 3.31 -4.20 -1.05 0.252
```

Summary:
E_LUMO in eV: 1.86
E_HOMO in eV: -3.5
Multiplicity: 1
ΔE to the lowest compared entry with this formula, charge and spin in eV: 0.660
Orbital gap in Ha: 0.1974
Calculated total energy in Ha: -4752.74242
Total charge: -1



| no. | molar mass (g/mol) |
| --- | --- |
| 1 | 1022.9 |
| 2 | 756.8 |
| 3 | 893.2 |